Entry from the OMol25 dataset: one molecule with the formula C18H20N2O4S at a distorted geometry (ωB97M-V with the def2-TZVPD basis set).

Element x y z (Å)
S  -2.23  4.45  0.33
O  0.12  -3.26  -1.32
O  1.27  3.26  -1.04
O  -2.12  -1.86  1.14
O  2.26  -4.70  -0.75
N  -0.42  2.01  -1.14
N  -0.82  -0.56  -0.39
C  0.11  1.00  -1.81
C  0.75  -3.28  -0.22
C  -1.62  5.90  1.44
C  -0.18  -4.67  -2.07
C  0.23  -2.32  0.67
C  2.62  -3.71  1.45
C  -1.70  1.66  -0.68
C  0.36  -0.30  -1.04
C  -2.00  0.17  -0.86
C  0.82  -2.24  2.24
C  0.11  2.98  -0.60
C  -0.48  6.18  1.44
C  -0.51  4.07  0.28
C  1.88  -3.92  0.23
C  1.93  -2.94  2.48
C  3.43  -5.60  -0.27
C  -0.98  -1.55  0.34
C  0.30  5.15  0.47
H  0.81  -4.83  -2.51
H  -0.41  0.88  -2.82
H  3.66  -6.09  -1.22
H  -1.88  1.82  0.51
H  -2.49  0.04  -2.01
H  -0.30  -5.46  -1.43
H  -0.04  6.96  2.08
H  1.04  1.40  -1.91
H  -2.85  -0.11  -0.46
H  0.98  -0.32  -0.33
H  -2.59  6.31  1.89
H  -2.44  2.29  -1.00
H  -0.62  -4.36  -2.73
H  2.18  -2.96  3.54
H  0.29  -1.38  2.91
H  0.57  -0.96  -1.93
H  1.33  5.17  0.60
H  4.48  -5.04  -0.03
H  3.32  -4.46  1.84
H  3.27  -6.39  0.41

Summary:
- HOMO level: -8.08 eV
- SMILES: COc1cccc(C(=O)N2CCN(C(=O)c3cccs3)CC2)c1OC
- Energy above the lowest of the compared OMol25 structures with the same formula, charge and spin: 375.92 kcal/mol
- Charge: 0
- Frontier orbital gap: 0.3068 hartree
- M: 360.43 g/mol

Charges per atom according to Löwdin partitioning, unit e: S 0.966; O -0.010; O 0.001; O -0.103; O -0.070; N -0.078; N -0.022; C -0.142; C -0.323; C -0.381; C 0.174; C 0.021; C 0.000; C -0.162; C -0.069; C -0.070; C 0.015; C -0.441; C -0.175; C -0.430; C -0.268; C -0.158; C -0.018; C -0.336; C -0.011; H 0.102; H 0.179; H 0.074; H 0.163; H 0.199; H 0.089; H 0.130; H 0.105; H 0.058; H 0.076; H 0.098; H 0.055; H -0.050; H 0.098; H 0.151; H 0.169; H 0.088; H 0.146; H 0.091; H 0.067

***

Entry from the OMol25 dataset: one molecule with the formula C18H20N2O4S3 at a distorted geometry (ωB97M-V with the def2-TZVPD basis set).

Element x y z (Å)
S  2.36  0.65  -1.28
S  -5.38  -1.49  -0.13
S  -0.24  1.97  -1.96
O  -2.60  2.62  0.39
O  1.75  1.08  2.47
O  -5.27  -2.86  -0.57
O  -6.63  -1.08  0.44
N  -2.07  0.49  0.89
N  0.74  1.59  0.49
C  -3.40  0.12  0.43
C  -3.44  -0.05  -1.10
C  5.04  -0.70  0.35
C  0.85  1.47  -0.86
C  6.06  -1.18  1.19
C  -0.57  -1.44  0.43
C  1.76  1.06  1.26
C  7.19  -1.78  0.67
C  -4.00  -1.13  1.03
C  5.20  -0.85  -1.03
C  2.80  0.48  0.41
C  -1.19  -0.51  1.47
C  -4.87  -0.35  -1.47
C  -0.36  2.29  1.11
C  7.33  -1.92  -0.70
C  3.90  -0.08  0.96
C  -1.77  1.81  0.75
C  6.33  -1.46  -1.55
H  7.96  -2.15  1.33
H  -1.29  -2.16  0.05
H  4.44  -0.50  -1.70
H  0.25  -1.99  0.88
H  -3.08  0.86  -1.58
H  -5.51  0.52  -1.41
H  -3.35  -2.00  0.97
H  8.21  -2.39  -1.11
H  -4.41  -1.00  2.02
H  -1.76  -1.09  2.19
H  -0.33  3.34  0.80
H  -4.06  0.97  0.68
H  5.95  -1.08  2.26
H  -0.20  2.24  2.19
H  -0.18  -0.88  -0.42
H  6.44  -1.56  -2.62
H  3.91  -0.05  2.05
H  -2.79  -0.88  -1.40
H  -4.99  -0.86  -2.42
H  -0.41  0.00  2.03

Summary:
- HOMO level: -8.83 eV
- SMILES: CCN(C(=O)CN1C(=O)/C(=C/c2ccccc2)SC1=S)[C@H]1CCS(=O)(=O)C1
- Charge: 0
- Frontier orbital gap: 0.2772 hartree
- M: 424.57 g/mol

Charges per atom according to Löwdin partitioning, unit e: S 1.040; S 0.684; S 0.751; O 0.054; O 0.102; O -0.320; O -0.316; N -0.004; N -0.097; C -0.311; C -0.169; C -0.213; C -1.083; C -0.027; C -0.043; C -0.461; C -0.074; C -0.154; C -0.037; C -0.400; C -0.176; C -0.191; C -0.043; C -0.073; C -0.014; C -0.481; C -0.070; H 0.106; H 0.070; H 0.045; H 0.084; H 0.103; H 0.110; H 0.091; H 0.105; H 0.116; H 0.121; H 0.143; H 0.158; H 0.115; H 0.140; H 0.055; H 0.108; H 0.129; H 0.121; H 0.107; H 0.101

***

Entry from the OMol25 dataset: one molecule with the formula C18H20N2O5 at a distorted geometry (ωB97M-V with the def2-TZVPD basis set).

Element x y z (Å)
O  -5.27  3.17  0.23
O  5.17  3.24  0.90
O  3.02  -3.16  -0.79
O  -1.19  -0.91  2.15
O  2.68  -2.35  1.26
N  0.42  -0.97  0.59
N  -2.89  -2.67  0.96
C  4.82  1.16  -0.16
C  2.33  -2.39  0.12
C  4.30  2.36  0.33
C  1.16  -1.60  -0.47
C  -2.45  1.04  -0.57
C  2.92  2.63  0.21
C  2.08  1.68  -0.39
C  -1.74  -2.21  0.21
C  -2.21  -1.43  -1.05
C  2.59  0.49  -0.89
C  -0.82  -1.32  1.07
C  -3.04  -0.22  -0.72
C  -5.20  0.81  -0.22
C  -4.42  -0.32  -0.54
C  -3.20  2.16  -0.25
C  3.97  0.23  -0.75
C  -4.58  2.05  -0.08
C  1.68  -0.55  -1.50
H  -4.90  -1.28  -0.67
H  4.39  -0.71  -1.15
H  0.48  -2.32  -1.01
H  2.59  -3.09  -1.65
H  4.66  4.00  1.19
H  2.51  3.55  0.58
H  -6.22  2.95  0.32
H  5.88  0.98  -0.05
H  -1.35  -1.15  -1.66
H  -2.73  3.15  -0.14
H  0.81  -0.02  -1.91
H  -2.57  -3.29  1.70
H  -3.31  -1.89  1.46
H  -6.27  0.71  -0.09
H  1.03  1.91  -0.46
H  -1.18  -3.10  -0.13
H  -2.77  -2.14  -1.64
H  0.97  -0.51  1.27
H  2.20  -1.02  -2.31
H  -1.36  1.15  -0.68

Summary:
- HOMO level: -8.53 eV
- SMILES: N[C@@H](Cc1ccc(O)cc1)C(=O)N[C@@H](Cc1ccc(O)cc1)C(=O)O
- Energy above the lowest of the compared OMol25 structures with the same formula, charge and spin: 8.02 kcal/mol
- Charge: 0
- Frontier orbital gap: 0.3217 hartree
- M: 344.37 g/mol

Charges per atom according to Löwdin partitioning, unit e: O 0.049; O 0.062; O 0.104; O 0.076; O 0.156; N 0.128; N 0.057; C 0.001; C -0.469; C -0.311; C -0.226; C -0.031; C -0.005; C -0.033; C -0.315; C -0.108; C -0.235; C -0.422; C -0.233; C -0.013; C -0.031; C -0.007; C -0.021; C -0.335; C -0.089; H 0.110; H 0.124; H 0.155; H 0.102; H 0.094; H 0.107; H 0.114; H 0.119; H 0.103; H 0.124; H 0.117; H 0.083; H 0.081; H 0.108; H 0.100; H 0.141; H 0.117; H 0.139; H 0.107; H 0.104

***

Entry from the OMol25 dataset: a 3-piece molecular cluster, C18H20N2O5 overall at a distorted geometry (ωB97M-V with the def2-TZVPD basis set).

Element x y z (Å)
O  3.61  -0.35  -1.16
O  -2.11  -0.59  7.76
O  -1.93  -0.25  -0.99
O  2.70  1.62  -0.30
O  3.29  -0.21  -7.25
N  0.22  0.18  -0.08
N  -3.17  0.73  1.26
C  -1.08  0.12  -0.11
C  3.22  0.97  -5.17
C  -3.05  -0.66  5.49
C  0.57  0.16  -4.68
C  -1.36  -0.91  2.09
C  -1.68  0.36  1.27
C  2.73  0.06  -6.10
C  0.75  1.01  -2.22
C  -2.03  -0.70  6.36
C  2.66  0.29  -0.81
C  1.39  0.80  -3.61
C  -2.88  -0.72  4.06
C  1.41  -0.33  -5.83
C  -1.60  -0.96  3.56
C  -0.71  -0.97  5.86
C  -0.54  -1.04  4.50
C  1.19  0.08  -1.27
C  2.66  1.27  -3.92
H  -4.12  -0.44  5.86
H  0.86  2.05  -1.83
H  -0.60  -0.19  -4.78
H  -1.17  -1.08  8.02
H  4.19  1.25  -5.45
H  0.67  0.34  0.75
H  3.31  1.71  -3.15
H  1.04  -1.06  -6.52
H  -2.05  -1.70  1.55
H  -0.36  0.83  -2.29
H  -3.64  -0.71  1.13
H  1.84  2.03  -0.11
H  0.04  -1.30  6.61
H  1.01  -0.87  -1.79
H  -1.09  1.27  1.76
H  2.62  -0.72  -7.69
H  -0.36  -1.15  1.82
H  0.52  -1.00  4.23
H  -3.91  -0.56  3.55
H  -3.09  1.37  -0.40

Summary:
- HOMO level: -8.79 eV
- Energy above the lowest of the compared OMol25 structures with the same formula, charge and spin: 255.91 kcal/mol
- Charge: 0
- Frontier orbital gap: 0.3145 hartree
- M: 344.37 g/mol

Charges per atom according to Löwdin partitioning, unit e: O 0.166; O -0.023; O -0.046; O 0.056; O 0.108; N 0.138; N 0.002; C -0.503; C -0.011; C -0.043; C 0.041; C -0.166; C -0.447; C -0.385; C -0.170; C -0.340; C -0.377; C -0.195; C -0.024; C -0.023; C -0.235; C -0.030; C -0.047; C -0.213; C -0.034; H 0.144; H 0.140; H 0.159; H 0.173; H 0.103; H 0.101; H 0.125; H 0.088; H 0.148; H 0.131; H 0.217; H 0.091; H 0.118; H 0.176; H 0.173; H 0.097; H 0.090; H 0.111; H 0.131; H 0.284

***

Entry from the OMol25 dataset: one molecule with the formula C18H20N2O5S at a distorted geometry (ωB97M-V with the def2-TZVPD basis set).

Element x y z (Å)
S  1.43  0.95  -1.73
O  0.73  2.17  -2.07
O  -4.43  -2.63  0.09
O  1.07  -0.25  -2.41
O  -2.55  -2.13  -1.15
O  -0.37  2.08  2.46
N  -0.91  2.56  0.31
N  1.23  0.72  -0.12
C  4.63  -2.13  0.00
C  1.33  1.87  0.76
C  -4.07  -1.32  0.31
C  -3.48  -3.14  -0.83
C  5.19  -1.92  1.24
C  -4.07  0.88  1.15
C  -0.07  2.18  1.29
C  -2.36  0.23  -0.43
C  3.20  1.26  -1.98
C  -2.34  2.57  0.50
C  -2.95  1.19  0.40
C  -4.66  -0.38  1.11
C  2.58  -1.11  0.75
C  3.15  -0.92  2.00
C  -2.94  -1.02  -0.45
C  4.45  -1.32  2.24
C  1.19  -0.61  0.44
C  3.33  -1.73  -0.25
H  -2.78  3.23  -0.26
H  -5.54  -0.61  1.70
H  5.20  -2.61  -0.78
H  2.57  -0.46  2.79
H  -4.50  1.64  1.79
H  -2.96  -4.00  -0.38
H  1.70  2.71  0.17
H  6.21  -2.23  1.44
H  2.02  1.66  1.58
H  0.72  -1.25  -0.31
H  0.57  -0.59  1.34
H  3.36  1.32  -3.05
H  3.46  2.20  -1.51
H  2.88  -1.89  -1.22
H  -2.54  2.98  1.49
H  -4.00  -3.47  -1.74
H  4.89  -1.16  3.22
H  -0.55  2.53  -0.64
H  -1.49  0.43  -1.03
H  3.75  0.43  -1.55

Summary:
- HOMO level: -7.97 eV
- SMILES: CS(=O)(=O)N(CC(=O)NCc1ccc2c(c1)OCO2)Cc1ccccc1
- Energy above the lowest of the compared OMol25 structures with the same formula, charge and spin: 24.16 kcal/mol
- Charge: 0
- Frontier orbital gap: 0.3126 hartree
- M: 376.43 g/mol

Charges per atom according to Löwdin partitioning, unit e: S 0.603; O -0.306; O 0.033; O -0.281; O 0.036; O 0.077; N 0.067; N -0.244; C -0.079; C -0.088; C -0.206; C -0.160; C -0.088; C -0.041; C -0.481; C 0.063; C -0.092; C -0.119; C -0.196; C 0.012; C -0.208; C -0.040; C -0.191; C -0.077; C -0.131; C -0.061; H 0.132; H 0.117; H 0.105; H 0.115; H 0.113; H 0.139; H 0.124; H 0.102; H 0.128; H 0.119; H 0.141; H 0.070; H 0.064; H 0.113; H 0.124; H 0.139; H 0.104; H 0.093; H 0.111; H 0.045

***

Entry from the OMol25 dataset: an isolated ion of composition C18H20N2P and charge +1 at a distorted geometry (ωB97M-V with the def2-TZVPD basis set).

Element x y z (Å)
P  0.36  0.19  0.43
N  1.88  1.03  -1.71
N  2.90  1.61  0.20
C  0.00  -2.62  -0.07
C  -2.47  -2.24  -1.34
C  -0.50  -1.32  -0.21
C  -0.44  1.28  4.28
C  2.75  3.17  2.15
C  3.07  1.63  -2.02
C  -0.69  -3.71  -0.59
C  -1.13  2.15  1.76
C  -1.93  -3.52  -1.23
C  1.81  0.96  -0.38
C  -0.27  1.05  1.90
C  0.06  0.62  3.18
C  3.23  1.80  1.65
C  -1.32  2.34  4.13
C  3.68  2.06  -0.87
C  -1.76  -1.15  -0.80
C  1.03  0.32  -2.66
C  -1.65  2.80  2.85
H  -1.50  2.44  0.77
H  1.69  3.34  2.00
H  1.17  -0.74  -2.54
H  -1.69  2.91  4.99
H  2.73  1.00  2.18
H  -2.19  -0.18  -0.83
H  2.96  3.21  3.17
H  4.31  1.66  1.80
H  -0.29  -4.72  -0.50
H  0.97  -2.88  0.45
H  -0.15  0.98  5.27
H  1.35  0.59  -3.66
H  0.69  -0.26  3.34
H  -0.05  0.60  -2.52
H  -2.38  3.59  2.79
H  -2.44  -4.40  -1.58
H  3.50  1.75  -3.05
H  -3.46  -2.17  -1.83
H  4.62  2.57  -0.82
H  3.26  3.98  1.62

Summary:
- HOMO level: -10.84 eV
- SMILES: CCn1cc[n+](C)c1P(c1ccccc1)c1ccccc1
- Charge: +1
- Frontier orbital gap: 0.3025 hartree
- M: 295.35 g/mol

Charges per atom according to Löwdin partitioning, unit e: P 1.157; N -0.116; N -0.028; C -0.107; C -0.061; C -0.385; C -0.074; C -0.048; C -0.039; C -0.073; C -0.107; C -0.066; C -0.307; C -0.401; C -0.110; C -0.146; C -0.056; C -0.011; C -0.108; C 0.004; C -0.069; H 0.109; H 0.069; H 0.093; H 0.122; H 0.091; H 0.095; H 0.061; H 0.137; H 0.113; H 0.126; H 0.107; H 0.098; H 0.112; H 0.112; H 0.109; H 0.109; H 0.153; H 0.125; H 0.127; H 0.084

***

Entry from the OMol25 dataset: C18H20N3NiOS4 as an isolated structure at a distorted geometry (ωB97M-V with the def2-TZVPD basis set).

Element x y z (Å)
Ni  2.45  -0.26  -1.23
S  4.23  -1.43  -2.26
S  3.16  -0.95  0.97
S  5.13  -0.79  0.93
S  5.80  -1.15  -1.11
O  -3.29  -1.34  0.61
N  -3.23  3.66  -2.66
N  0.87  -1.42  -1.64
N  -1.62  -0.78  2.02
C  -2.09  -1.13  0.79
C  0.86  2.33  -0.49
C  -0.43  2.72  -0.78
C  -0.22  -0.70  2.41
C  -1.81  -0.73  -1.61
C  -1.08  -0.68  -2.78
C  3.15  1.66  -1.23
C  0.26  -1.00  -2.75
C  -2.82  -1.79  3.97
C  -0.85  2.87  -2.12
C  1.81  2.05  -1.51
C  -2.62  -0.58  3.07
C  0.07  2.60  -3.14
C  -2.16  3.31  -2.42
C  1.35  2.19  -2.86
C  0.41  -2.06  2.73
C  -1.19  -1.13  -0.42
C  0.14  -1.51  -0.51
H  0.87  -0.96  -3.64
H  -3.04  -2.67  3.37
H  -1.94  -1.99  4.59
H  0.05  -2.82  2.03
H  -2.31  0.29  3.66
H  0.35  -0.18  1.65
H  -1.55  -0.36  -3.70
H  1.17  2.22  0.55
H  0.16  -2.40  3.74
H  -0.25  2.70  -4.17
H  -3.67  -1.60  4.64
H  1.50  -2.00  2.65
H  2.04  1.98  -3.66
H  3.54  1.93  -0.25
H  -3.55  -0.34  2.57
H  0.68  -1.94  0.32
H  -1.13  2.92  0.02
H  -2.85  -0.44  -1.59
H  3.86  1.80  -2.04
H  -0.18  -0.07  3.30

Summary:
- HOMO level (alpha / beta): -3.41 / -3.77 eV
- Charge: -1
- Multiplicity: 3
- Frontier orbital gap (alpha / beta): 0.2204 / 0.1898 hartree
- M: 481.34 g/mol

Charges per atom according to Löwdin partitioning, unit e: Ni -0.101; S 0.050; S 0.066; S -0.101; S -0.108; O 0.038; N 0.103; N 0.001; N -0.054; C -0.393; C -0.063; C -0.059; C -0.200; C 0.012; C -0.039; C -0.178; C -0.117; C -0.073; C -0.287; C -0.356; C -0.207; C -0.074; C -0.245; C -0.076; C -0.097; C -0.076; C -0.090; H 0.118; H 0.079; H 0.058; H 0.076; H 0.116; H 0.081; H 0.112; H 0.104; H 0.061; H 0.110; H 0.070; H 0.001; H 0.108; H 0.050; H 0.110; H 0.060; H 0.110; H 0.125; H 0.054; H 0.120

***

Entry from the OMol25 dataset: one molecule with the formula C18H20N4O4 at a distorted geometry (ωB97M-V with the def2-TZVPD basis set).

Element x y z (Å)
O  -4.83  -2.22  0.04
O  5.56  -3.32  0.06
O  -0.80  5.24  -0.15
O  3.74  -3.96  0.70
N  -1.48  1.98  -0.56
N  4.52  -2.92  0.19
N  0.91  3.56  -0.30
N  1.29  2.43  -0.10
C  4.31  0.54  -0.65
C  -1.06  2.66  1.86
C  -2.36  0.71  -0.11
C  -4.39  -0.24  0.20
C  -1.37  3.13  0.43
C  -1.93  -0.42  -0.84
C  4.72  -0.65  -0.25
C  3.98  -1.62  0.12
C  -3.60  0.91  0.32
C  -3.99  -1.37  -0.11
C  -5.86  -4.49  -0.04
C  -0.44  4.09  -0.24
C  -2.84  -1.49  -0.72
C  2.65  2.30  -0.48
C  2.19  0.00  0.00
C  -4.53  -3.63  -0.39
C  3.00  0.89  -0.12
C  2.60  -1.40  0.56
H  4.98  1.29  -1.05
H  -0.42  1.38  -0.78
H  2.04  -2.43  0.75
H  -6.19  -4.64  0.97
H  3.29  2.99  -0.75
H  -3.99  2.10  0.70
H  1.48  4.34  -0.70
H  -2.40  3.54  0.38
H  -0.99  -0.40  -1.12
H  -1.03  3.83  2.50
H  -0.03  2.32  2.19
H  -2.42  -2.52  -0.99
H  -3.92  -4.06  0.19
H  -1.72  2.01  2.08
H  -6.61  -4.16  -0.67
H  -5.82  -5.45  -0.52
H  1.25  0.10  0.48
H  -4.59  -3.54  -1.22
H  5.87  -0.89  -0.70
H  -5.32  -0.01  0.94

Summary:
- HOMO level: -7.92 eV
- SMILES: CCOc1ccc(N[C@@H](C)C(=O)N/N=C/c2ccc([N+](=O)[O-])cc2)cc1
- Energy above the lowest of the compared OMol25 structures with the same formula, charge and spin: 546.45 kcal/mol
- Charge: 0
- Frontier orbital gap: 0.2451 hartree
- M: 356.38 g/mol

Charges per atom according to Löwdin partitioning, unit e: O 0.065; O 0.143; O 0.116; O -0.087; N 0.010; N -0.297; N -0.009; N 0.031; C -0.007; C -0.028; C -0.248; C -0.050; C -0.346; C 0.009; C -0.103; C -0.239; C -0.040; C -0.569; C -0.001; C -0.367; C 0.013; C 0.059; C -0.067; C -0.035; C -0.274; C 0.169; H 0.122; H 0.166; H 0.154; H 0.070; H 0.057; H 0.201; H 0.181; H 0.132; H 0.047; H 0.180; H 0.081; H 0.152; H 0.070; H -0.039; H 0.046; H 0.067; H 0.092; H -0.014; H 0.203; H 0.183